Entry 1:
A 2-piece molecular cluster, C26H24Cl2O5S overall, computed with the ωB97M-V functional and the def2-TZVPD basis.

The calculation puts the gap between HOMO and LUMO at 0.0788 Eh. Its charge is 0. Its HOMO energy is -5.43 eV. As for the energy relative to the best compared isomer or geometry (same formula, charge and spin): 25.6 kcal/mol.

Each line ends with the Löwdin charge.
Atoms and positions in Å:
Cl -5.834 2.690 -3.085  0.706
C -4.270 2.000 -3.066  -0.681
C -4.120 0.605 -3.084  -0.098
C -2.853 0.048 -2.996  -0.037
C -1.688 0.861 -2.857  -0.214
C -0.396 0.259 -2.682  -0.001
C 0.818 0.946 -2.809  -0.073
C 2.048 0.293 -2.898  -0.003
C 3.332 0.921 -3.003  -0.216
C 4.507 0.118 -3.047  -0.017
C 5.772 0.681 -3.097  -0.096
C 5.910 2.078 -3.136  -0.683
Cl 7.467 2.778 -3.196  0.705
C 4.771 2.898 -3.135  -0.092
C 3.501 2.329 -3.080  -0.011
C -1.871 2.267 -2.916  -0.012
C -3.139 2.830 -3.002  -0.089
H -5.005 -0.024 -3.178  0.111
H -2.727 -1.031 -3.093  0.114
H -0.356 -0.818 -2.541  0.119
H 0.807 2.031 -2.815  0.089
H 2.027 -0.793 -2.937  0.119
H 4.397 -0.967 -3.015  0.119
H 6.666 0.059 -3.098  0.110
H 4.897 3.977 -3.171  0.108
H 2.623 2.971 -3.083  0.107
H -0.997 2.917 -2.929  0.107
H -3.271 3.909 -3.038  0.109
C 3.483 0.275 4.808  -0.077
C 2.146 0.900 4.547  -0.208
O 1.251 -0.154 4.054  -0.031
C 0.012 0.321 3.789  -0.472
C -0.840 -0.599 2.985  -0.249
O -2.151 -0.475 2.968  -0.110
C -2.899 0.054 4.143  0.018
S -0.101 -2.198 2.492  0.737
C -1.473 -2.826 1.517  -0.279
C -2.155 -3.995 1.848  -0.043
C -3.338 -4.303 1.165  -0.072
C -3.788 -3.481 0.129  -0.076
C -3.069 -2.333 -0.211  -0.068
C -1.903 -2.013 0.479  -0.073
O 1.023 -1.972 1.613  -0.308
O -0.008 -3.038 3.668  -0.305
O -0.384 1.432 4.152  0.044
H 4.197 1.084 4.985  0.077
H 3.482 -0.364 5.697  0.081
H 3.840 -0.304 3.952  0.083
H 1.730 1.361 5.453  0.126
H 2.219 1.641 3.742  0.129
H -3.880 0.300 3.752  0.089
H -2.948 -0.732 4.897  0.098
H -2.379 0.948 4.503  0.076
H -1.773 -4.638 2.639  0.115
H -3.906 -5.189 1.447  0.105
H -4.692 -3.731 -0.425  0.103
H -3.399 -1.667 -1.007  0.078
H -1.315 -1.137 0.208  0.114



Entry 2:
C26H24Cl5NOP2Tl as an isolated structure, computed with the ωB97M-V functional and the def2-TZVPD basis.

The calculation puts the gap between HOMO and LUMO at 0.2534 Eh. Its charge is +1. Its HOMO energy is -10.75 eV. As for the energy relative to the best compared isomer or geometry (same formula, charge and spin): 0.0 kcal/mol.

Each line ends with the Löwdin charge.
Atoms and positions in Å:
C -1.203 3.185 -2.526  -0.028
C -1.042 1.825 -2.269  -0.221
C 0.239 1.221 -2.445  -0.201
C 1.340 2.047 -2.880  -0.141
C 1.119 3.426 -3.151  -0.011
C -0.130 3.981 -2.964  -0.056
C 2.596 1.435 -2.943  0.054
C 2.743 0.052 -2.839  -0.151
C 1.591 -0.703 -2.413  -0.203
C 1.729 -2.113 -2.206  -0.220
C 2.971 -2.709 -2.382  -0.029
C 4.098 -1.978 -2.801  -0.052
C 3.986 -0.614 -3.045  -0.007
H -2.177 3.640 -2.356  0.121
H 1.976 4.014 -3.498  0.125
H -0.294 5.048 -3.148  0.118
H 3.452 2.031 -3.260  0.136
H 3.074 -3.777 -2.179  0.123
H 5.055 -2.485 -2.928  0.114
H 4.838 -0.022 -3.385  0.121
N 0.456 -0.056 -2.035  0.080
Tl 0.408 0.171 0.990  0.556
C -2.169 1.007 -1.687  -0.283
H -2.107 -0.019 -2.070  0.091
H -3.147 1.448 -1.914  0.104
C 0.543 -2.888 -1.698  -0.289
H -0.363 -2.546 -2.214  0.093
H 0.687 -3.967 -1.838  0.101
P -2.044 0.874 0.141  0.795
P 0.230 -2.589 0.103  0.819
C 1.572 -3.605 0.811  -0.265
H 1.501 -3.568 1.905  0.051
H 1.467 -4.645 0.473  0.061
H 2.550 -3.221 0.501  0.031
C -1.193 -3.715 0.312  -0.270
H -0.961 -4.695 -0.128  0.063
H -1.420 -3.830 1.378  0.012
H -2.069 -3.285 -0.190  0.046
C -2.346 2.579 0.689  -0.236
H -3.296 2.932 0.264  0.065
H -2.397 2.617 1.784  0.049
H -1.532 3.238 0.362  0.053
C -3.555 -0.016 0.602  -0.239
H -3.613 -0.124 1.692  0.030
H -4.427 0.545 0.236  0.067
H -3.547 -1.019 0.153  0.049
C 3.491 -0.885 2.124  -0.001
O 4.408 -0.645 2.754  0.064
H 2.015 0.821 -0.055  0.049
Cl -1.781 -1.775 3.147  0.683
C -1.464 -0.248 3.905  -0.717
C -0.608 0.650 3.317  -0.292
C -0.348 1.863 3.905  -0.724
Cl 0.730 2.984 3.122  0.656
C -0.978 2.231 5.127  -0.702
Cl -0.665 3.745 5.844  0.722
C -1.892 1.332 5.726  -0.699
Cl -2.717 1.756 7.159  0.723
C -2.133 0.075 5.117  -0.694
Cl -3.249 -1.029 5.804  0.707



Entry 3:
C26H24Co2N3O6S as an isolated structure, computed with the ωB97M-V functional and the def2-TZVPD basis.

The calculation puts the gap between HOMO and LUMO at 0.1293 Eh. Its charge is -1. Its HOMO energy is -1.45 eV. As for the energy relative to the best compared isomer or geometry (same formula, charge and spin): 43.3 kcal/mol.

Each line ends with the Löwdin charge.
Atoms and positions in Å:
C 1.097 -1.772 -2.435  -0.008
C 1.354 -0.835 -1.262  -0.468
C 1.138 -1.560 0.055  -0.016
N 2.780 -0.362 -1.295  0.132
C 2.820 0.860 -1.709  -0.566
S 4.308 1.745 -1.860  0.971
C 5.148 0.690 -0.553  -0.400
C 6.537 1.152 -0.341  -0.283
N 7.625 1.536 -0.188  0.128
C 1.439 1.480 -2.012  -0.492
C 1.256 2.840 -1.339  -0.031
C 1.203 1.535 -3.517  -0.015
N 0.572 0.447 -1.395  0.022
C -0.699 0.711 -1.145  -0.042
C -1.756 -0.206 -0.638  -0.261
C -3.100 0.014 -1.388  -0.185
C -3.809 -1.045 -1.969  -0.038
C -5.169 -0.881 -2.286  -0.096
C -5.823 0.330 -2.029  -0.112
C -5.081 1.413 -1.551  -0.086
C -3.713 1.266 -1.283  -0.057
H 1.733 -2.660 -2.326  0.092
H 0.049 -2.103 -2.447  0.086
H 1.347 -1.296 -3.391  0.065
H 1.989 -2.229 0.238  0.093
H 1.101 -0.839 0.879  0.051
H 0.217 -2.154 0.051  0.085
H 4.569 0.808 0.376  0.065
H 5.124 -0.351 -0.897  0.082
H 2.033 3.527 -1.692  0.072
H 0.278 3.271 -1.584  0.080
H 1.359 2.735 -0.251  0.102
H 1.904 2.244 -3.971  0.086
H 1.374 0.550 -3.970  0.072
H 0.177 1.861 -3.734  0.092
H -0.993 1.754 -1.285  0.112
H -1.436 -1.248 -0.777  0.129
H -3.301 -2.003 -2.135  0.111
H -5.713 -1.721 -2.715  0.094
H -6.894 0.426 -2.212  0.093
H -5.562 2.372 -1.363  0.097
H -3.131 2.122 -0.932  0.107
O 2.943 1.216 2.162  0.095
C 2.274 0.514 2.794  -0.189
Co 1.215 -0.505 3.748  -0.025
C 1.825 -2.082 3.200  -0.153
O 2.235 -3.117 2.886  0.103
C 1.912 0.127 5.227  -0.172
O 2.283 0.548 6.238  0.099
C -0.256 0.320 2.700  -0.225
C -1.122 -0.265 1.845  -0.284
C -2.049 0.133 0.776  -0.193
Co -1.088 -1.175 3.376  0.034
C -1.143 -2.775 2.675  -0.161
O -1.257 -3.839 2.235  0.090
C -2.674 -1.225 4.132  -0.147
O -3.747 -1.251 4.572  0.079
C -0.132 -1.478 4.943  -0.298
O -0.166 -1.941 6.019  0.052
H -0.207 1.417 2.828  0.077
H -3.038 -0.277 1.052  0.138
H -2.163 1.233 0.869  0.120



Entry 4:
C26H24HgO2S5Sb2Se4 as an isolated structure, computed with the ωB97M-V functional and the def2-TZVPD basis.

The calculation puts the gap between HOMO and LUMO at 0.1852 Eh. Its charge is -2. Its HOMO energy is -1.49 eV. As for the energy relative to the best compared isomer or geometry (same formula, charge and spin): 58.4 kcal/mol.

Each line ends with the Löwdin charge.
Atoms and positions in Å:
Hg 1.138 -3.694 0.625  0.439
S 4.706 -1.797 2.523  0.728
Sb 5.214 -2.317 0.071  0.836
S 3.392 -3.608 -0.464  -0.185
S 2.698 1.688 0.554  0.500
O 0.589 -1.102 -0.222  -0.620
S -0.745 -0.631 -0.705  0.924
C -0.412 0.871 -1.716  -0.247
C -1.272 2.058 -1.349  -0.260
C -0.669 3.160 -0.750  -0.044
C -1.421 4.276 -0.413  -0.096
C -2.787 4.302 -0.653  -0.112
C -3.399 3.200 -1.235  -0.091
C -2.646 2.086 -1.583  -0.034
C -1.236 -1.783 -2.024  -0.283
C -2.576 -1.428 -2.572  -0.288
C -2.718 -0.887 -3.848  -0.058
C -3.964 -0.492 -4.315  -0.099
C -5.083 -0.633 -3.506  -0.109
C -4.953 -1.188 -2.239  -0.082
C -3.709 -1.589 -1.776  -0.033
H -0.479 0.620 -2.774  0.089
H 0.631 1.079 -1.437  0.054
H 0.394 3.116 -0.531  0.071
H -0.933 5.125 0.050  0.098
H -3.374 5.172 -0.384  0.090
H -4.466 3.203 -1.421  0.096
H -3.136 1.237 -2.037  0.090
H -1.224 -2.763 -1.535  0.057
H -0.443 -1.764 -2.776  0.107
H -1.843 -0.773 -4.476  0.111
H -4.059 -0.069 -5.307  0.095
H -6.056 -0.321 -3.865  0.092
H -5.825 -1.316 -1.612  0.101
H -3.605 -2.033 -0.792  0.120
O 1.576 -1.849 2.831  -0.562
S 2.264 -0.656 3.355  0.933
C 3.565 -0.277 2.118  -0.719
C 4.889 0.100 2.627  -0.444
C 5.855 0.727 1.716  -0.137
C 5.691 0.578 0.400  -0.206
C 4.569 -0.220 -0.127  -0.555
C 3.275 -0.030 0.667  -0.807
C 1.126 0.719 3.175  -0.411
C 1.455 1.971 3.667  -0.131
C 0.519 2.986 3.590  -0.095
C -0.733 2.736 3.035  -0.092
C -1.056 1.467 2.572  -0.068
C -0.124 0.441 2.656  -0.076
H 4.965 0.330 3.684  0.105
H 6.676 1.285 2.145  0.100
H 6.400 1.024 -0.287  0.107
H 4.380 -0.037 -1.184  0.091
H 2.508 -0.727 0.318  0.035
H 2.444 2.161 4.067  0.105
H 0.768 3.979 3.943  0.096
H -1.457 3.536 2.958  0.095
H -2.026 1.276 2.130  0.107
H -0.334 -0.563 2.312  0.096
Se 0.718 -7.580 2.189  -0.350
Sb -0.569 -6.676 0.348  -0.419
Se 0.857 -5.827 -1.445  -0.300
Se -2.750 -7.627 -0.186  -0.364
Se -1.177 -4.251 1.224  -0.194



Question: energy relative to the best compared isomer or geometry (same formula, charge and spin) of number 2 (C26H24Cl5NOP2Tl)?
Answer: 0.0 kcal/mol



Question: What is the formula in the second record?
Answer: C26H24Cl5NOP2Tl